1.
Computed, not measured: 20 unconnected molecules or ions with the total composition C60H80O60 in a non-equilibrium geometry, with wB97M-V/def2-TZVPD.

Calculated values
Kohn-Sham gap: 10.183 eV
F_max: 5.8 eV Å⁻¹
Lowest unoccupied orbital energy: -0.00713 Eh
Total charge: 0

Last column: Mulliken charge in e.
Positions of all 200 atoms, in Å:
1 C -9.759 1.035 -1.478  -0.4641
2 C -9.311 1.982 -2.561  -0.3806
3 O -7.934 1.900 -2.473  -0.3507
4 C -7.534 1.307 -1.393  0.2815
5 O -6.345 1.308 -1.055  0.0459
6 O -8.608 0.936 -0.682  -0.3271
7 H -10.192 0.060 -1.702  0.3194
8 H -10.439 1.600 -0.841  0.2445
9 H -9.672 2.993 -2.370  0.3124
10 H -9.724 1.588 -3.489  0.3051
11 C 0.943 4.857 0.234  0.9377
12 C 0.139 6.067 -0.255  -0.2960
13 O 1.129 6.850 -0.784  -0.3197
14 C 2.170 6.661 0.051  0.5720
15 O 3.069 7.498 0.156  -0.6346
16 O 2.094 5.523 0.721  -0.2169
17 H 1.270 4.062 -0.435  -0.3287
18 H 0.376 4.498 1.093  -0.1244
19 H -0.488 6.425 0.562  0.2952
20 H -0.525 5.916 -1.106  0.1880
21 C -0.946 0.307 -4.367  1.1178
22 C -1.696 0.783 -5.657  -0.1876
23 O -2.545 -0.302 -6.033  -0.3835
24 C -2.176 -1.361 -5.338  0.2896
25 O -2.566 -2.480 -5.504  -0.5773
26 O -1.233 -1.047 -4.364  0.0462
27 H -1.257 0.850 -3.475  -0.2977
28 H 0.124 0.394 -4.555  -0.4331
29 H -0.929 0.906 -6.422  0.2823
30 H -2.285 1.670 -5.423  0.1827
31 C 0.032 -6.711 -0.335  -0.2610
32 C -0.665 -7.170 -1.543  -0.0786
33 O -2.021 -7.117 -1.082  -0.3990
34 C -2.125 -6.330 0.010  0.5537
35 O -3.167 -6.068 0.524  -0.5623
36 O -0.934 -5.920 0.369  0.1256
37 H 0.860 -6.018 -0.489  -0.0452
38 H 0.647 -7.432 0.203  0.4224
39 H -0.277 -8.137 -1.865  0.3624
40 H -0.474 -6.489 -2.372  0.0011
41 C -2.712 2.459 4.892  1.1442
42 C -1.913 3.204 5.973  -0.2568
43 O -2.543 4.523 5.971  -0.4030
44 C -3.409 4.645 4.987  0.5880
45 O -3.977 5.714 4.799  -0.6239
46 O -3.563 3.488 4.408  -0.2079
47 H -3.367 1.687 5.295  -0.0846
48 H -2.002 1.993 4.208  -0.6026
49 H -0.849 3.337 5.779  0.1096
50 H -1.961 2.836 6.998  0.2732
51 C -0.727 0.970 0.187  0.7385
52 C -0.336 -0.465 0.299  2.6022
53 O 1.005 -0.516 -0.057  -0.1114
54 C 1.475 0.704 -0.430  -0.0967
55 O 2.580 1.059 -0.879  -0.5739
56 O 0.459 1.579 -0.246  -0.0052
57 H -1.149 1.375 1.107  -0.7331
58 H -1.368 1.087 -0.686  -0.1189
59 H -1.025 -1.115 -0.240  -0.8190
60 H -0.489 -0.674 1.358  -1.0567
61 C 5.333 -0.636 -5.301  0.6808
62 C 6.592 -1.054 -6.096  -0.4622
63 O 7.344 -1.760 -5.143  -0.3435
64 C 6.403 -2.291 -4.203  0.4849
65 O 6.611 -3.200 -3.401  -0.5655
66 O 5.213 -1.736 -4.398  -0.2060
67 H 4.482 -0.416 -5.945  0.3944
68 H 5.495 0.292 -4.752  -0.5047
69 H 7.138 -0.148 -6.356  0.3030
70 H 6.437 -1.592 -7.031  0.2965
71 C 3.506 -2.183 5.027  0.6462
72 C 4.777 -1.424 5.076  0.2045
73 O 4.575 -0.684 6.259  -0.3810
74 C 3.620 -1.295 7.040  0.6272
75 O 3.335 -0.904 8.172  -0.5845
76 O 3.155 -2.337 6.356  -0.3890
77 H 3.649 -3.128 4.502  0.2781
78 H 2.745 -1.631 4.475  -0.3958
79 H 4.915 -0.761 4.222  -0.1679
80 H 5.682 -2.031 5.098  0.2520
81 C 2.559 -3.099 -1.790  0.0169
82 C 2.219 -2.402 -3.145  0.0280
83 O 0.870 -2.544 -3.183  -0.0997
84 C 0.471 -3.594 -2.402  0.3617
85 O -0.674 -4.052 -2.258  -0.3567
86 O 1.546 -4.037 -1.796  -0.3040
87 H 2.530 -2.469 -0.901  -0.2051
88 H 3.577 -3.483 -1.862  0.4791
89 H 2.703 -2.836 -4.020  0.2341
90 H 2.454 -1.340 -3.086  -0.1576
91 C 2.482 1.898 -5.117  0.5065
92 C 3.414 2.903 -5.609  -0.4483
93 O 3.561 3.814 -4.553  -0.2900
94 C 2.480 3.742 -3.760  0.0856
95 O 2.219 4.453 -2.803  -0.4753
96 O 1.763 2.593 -4.033  0.2107
97 H 3.025 1.051 -4.700  -0.5161
98 H 1.789 1.528 -5.873  0.4218
99 H 2.893 3.351 -6.455  0.2811
100 H 4.315 2.328 -5.822  0.2824
101 C 6.059 -0.372 -0.078  0.3376
102 C 5.509 0.850 0.625  0.4492
103 O 4.582 0.411 1.587  -0.3948
104 C 4.357 -0.964 1.411  0.5471
105 O 3.668 -1.638 2.109  -0.4405
106 O 5.139 -1.331 0.361  -0.3491
107 H 7.034 -0.687 0.294  0.1232
108 H 6.071 -0.101 -1.133  -0.1981
109 H 5.104 1.551 -0.105  -0.4296
110 H 6.225 1.427 1.210  0.3215
111 C -3.516 -2.127 -1.602  1.7946
112 C -3.840 -3.515 -2.151  -0.0354
113 O -5.010 -3.227 -2.807  -0.4161
114 C -5.281 -1.871 -2.785  0.1755
115 O -6.276 -1.386 -3.339  -0.6848
116 O -4.342 -1.153 -2.198  0.4373
117 H -2.450 -2.057 -1.821  -1.0637
118 H -3.728 -2.084 -0.534  -0.5916
119 H -4.161 -4.225 -1.389  0.0862
120 H -3.001 -3.855 -2.759  0.2955
121 C -3.431 -1.158 5.389  0.5338
122 C -3.591 -2.621 5.779  -0.0647
123 O -4.901 -2.644 6.166  -0.3831
124 C -5.549 -1.489 5.967  0.4570
125 O -6.697 -1.237 6.284  -0.6372
126 O -4.733 -0.642 5.390  -0.2727
127 H -3.021 -1.240 4.382  -0.1763
128 H -2.701 -0.693 6.051  0.3661
129 H -2.937 -2.776 6.637  0.4504
130 H -3.358 -3.233 4.907  -0.1946
131 C -4.662 3.960 -2.759  -0.4913
132 C -4.302 2.505 -2.658  0.5528
133 O -3.008 2.465 -3.246  -0.0758
134 C -2.474 3.664 -3.293  0.3519
135 O -1.407 4.014 -3.830  -0.5481
136 O -3.350 4.554 -2.721  -0.4010
137 H -5.328 4.216 -1.935  0.3617
138 H -5.223 4.255 -3.646  0.3019
139 H -5.137 2.030 -3.172  0.2156
140 H -4.110 2.060 -1.681  -0.3693
141 C 4.987 4.601 0.622  0.0825
142 C 5.303 5.333 -0.710  -0.0622
143 O 6.322 4.541 -1.206  -0.3069
144 C 6.801 3.717 -0.234  0.6131
145 O 7.742 2.927 -0.383  -0.6190
146 O 6.055 3.761 0.864  -0.3238
147 H 4.134 3.924 0.572  -0.0704
148 H 4.800 5.399 1.340  0.4376
149 H 5.556 6.374 -0.506  0.2629
150 H 4.421 5.265 -1.347  0.0669
151 C -0.306 -3.394 2.761  1.2372
152 C 0.820 -4.435 2.931  0.0735
153 O 0.710 -4.787 4.244  -0.3951
154 C -0.486 -4.492 4.730  0.3665
155 O -0.973 -4.882 5.833  -0.6378
156 O -1.143 -3.612 3.836  -0.0335
157 H -0.715 -3.487 1.755  -0.1484
158 H 0.204 -2.431 2.783  -0.8259
159 H 1.843 -4.092 2.778  0.2202
160 H 0.611 -5.318 2.328  -0.0011
161 C -5.006 -0.112 1.560  0.6537
162 C -6.176 0.712 2.192  -0.2969
163 O -5.546 1.950 2.339  -0.4296
164 C -4.515 2.053 1.498  0.2893
165 O -3.940 3.113 1.239  -0.6619
166 O -4.176 0.859 0.967  0.5272
167 H -5.298 -0.819 0.783  0.1415
168 H -4.489 -0.605 2.383  -0.7331
169 H -6.421 0.391 3.204  0.3737
170 H -7.109 0.928 1.672  0.0305
171 C 9.962 1.515 -4.303  -0.3960
172 C 9.723 0.234 -3.494  -0.3100
173 O 8.325 0.368 -3.194  -0.1838
174 C 7.817 1.430 -3.766  0.5718
175 O 6.710 1.874 -3.457  -0.4601
176 O 8.738 2.031 -4.574  -0.3589
177 H 10.479 1.357 -5.249  0.2929
178 H 10.580 2.217 -3.744  0.2899
179 H 10.248 0.280 -2.540  0.2722
180 H 10.009 -0.656 -4.054  0.2508
181 C -6.271 -5.108 2.674  -0.4520
182 C -6.851 -3.744 3.086  -0.4201
183 O -5.685 -2.957 2.992  -0.0992
184 C -4.561 -3.657 2.599  -0.1422
185 O -3.492 -3.165 2.247  0.2959
186 O -4.881 -4.962 2.591  -0.2392
187 H -6.759 -5.403 1.745  0.2811
188 H -6.483 -5.830 3.462  0.3328
189 H -7.173 -3.746 4.128  0.2388
190 H -7.617 -3.373 2.405  0.2580
191 C 1.195 2.429 3.268  0.0402
192 C 2.173 1.621 4.121  0.1099
193 O 1.424 0.572 4.601  -0.2193
194 C 0.217 0.614 4.098  -0.4020
195 O -0.633 -0.145 4.395  -0.2913
196 O 0.149 1.541 3.124  0.5573
197 H 1.598 2.579 2.266  -0.3305
198 H 0.985 3.390 3.737  0.2016
199 H 2.478 2.316 4.903  0.4361
200 H 3.002 1.186 3.562  -0.0980



2.
Computed, not measured: 2 unconnected molecules or ions with the total composition C4H11N3O in a non-equilibrium geometry, with wB97M-V/def2-TZVPD.

Calculated values
Kohn-Sham gap: 9.228 eV
F_max: 2.2 eV Å⁻¹
Lowest unoccupied orbital energy: 0.03662 Eh
Total charge: 0

Last column: Mulliken charge in e.
Positions of all 19 atoms, in Å:
1 C 1.962 1.267 -0.057  -1.0100
2 C 1.388 0.157 0.419  0.6090
3 C 1.567 -1.191 -0.219  -1.1307
4 N 0.627 0.133 1.575  -0.5397
5 H 1.827 2.224 0.421  0.2751
6 H 2.628 1.235 -0.901  0.3037
7 H 2.121 -1.110 -1.151  0.2916
8 H 2.114 -1.850 0.456  0.3534
9 H 0.597 -1.648 -0.416  0.3385
10 H 0.352 1.036 1.928  0.2287
11 H -0.120 -0.546 1.583  0.2548
12 C -3.002 -0.445 0.703  -0.3559
13 N -1.964 -0.660 0.042  -0.1999
14 O -1.839 0.538 -0.910  -0.2511
15 N -0.788 0.682 -1.770  -0.4105
16 H -3.582 0.448 0.399  0.3170
17 H -3.280 -1.087 1.528  0.3016
18 H -0.675 -0.147 -2.346  0.2629
19 H 0.066 0.966 -1.284  0.3613